Record 1
A cluster of 2 separate species, C7H14O2Si in total in a non-equilibrium geometry. Source: the OMol25 dataset; level of theory: ωB97M-V with the def2-TZVPD basis set.

Each line ends with the natural charge from an NBO analysis.
CARTESIAN COORDINATES (ANGSTROEM)
1 C 3.27 -1.31 -0.76  -0.407
2 C 2.79 -1.07 -1.97  -0.391
3 C -1.37 2.30 0.16  -0.424
4 C 0.12 2.59 0.21  -0.416
5 C -0.39 1.41 -0.53  -0.677
6 C -2.79 -1.04 -0.28  -0.224
7 C 0.13 -1.48 2.61  -0.056
8 O -1.52 -0.94 -0.83  -0.909
9 O 0.08 -0.78 1.48  -0.879
10 Si -0.21 -0.47 -0.05  1.718
11 H 3.84 -2.25 -0.48  0.208
12 H 2.80 -0.79 0.07  0.185
13 H 3.31 -1.68 -2.73  0.185
14 H -1.82 2.03 1.10  0.209
15 H -1.96 2.85 -0.53  0.214
16 H 0.43 3.47 -0.32  0.205
17 H 0.70 2.43 1.03  0.206
18 H -0.32 1.62 -1.61  0.238
19 H -3.28 -1.89 -0.67  0.176
20 H -3.39 -0.27 -0.47  0.172
21 H -2.65 -1.22 0.76  0.157
22 H 2.01 -0.28 -2.40  0.216
23 H -0.65 -2.11 2.93  0.148
24 H 0.86 -1.11 3.31  0.147

Largest force on an atom (eV/A): 4.3
E_HOMO (spin up / spin down) (eV): -6.682 / -7.746
Energy relative to the best compared isomer or geometry (same formula, charge and spin) (kcal/mol): 153.9
Frontier orbital gap (spin up / spin down) (eV): 7.240 / 8.031
Net charge: 0

Record 2
A structure of composition C7H14OPSTm in a non-equilibrium geometry. Source: the OMol25 dataset; level of theory: ωB97M-V with the def2-TZVPD basis set.

Each line ends with the Mulliken spin population.
CARTESIAN COORDINATES (ANGSTROEM)
1 C 2.01 1.91 -0.83  -0.023
2 C 2.57 1.67 -2.06  0.002
3 C 2.15 0.73 -3.06  -0.005
4 C 0.97 -0.08 -2.97  0.002
5 C 0.10 -0.13 -1.91  -0.016
6 Tm 0.64 0.29 0.14  2.049
7 P 0.49 2.20 2.19  -0.001
8 H 2.48 2.67 -0.13  0.000
9 H 3.46 2.27 -2.36  -0.001
10 H 2.72 0.69 -4.00  -0.001
11 H -0.86 -0.72 -1.89  -0.002
12 H 0.74 -0.71 -3.85  0.000
13 H -0.90 2.61 2.33  0.000
14 H 1.27 3.41 1.97  0.000
15 H 0.88 1.65 3.49  0.000
16 C -2.34 -1.92 2.60  0.000
17 S -1.29 -1.07 1.51  -0.005
18 C -1.40 -2.23 0.04  0.001
19 O -1.84 0.32 1.18  -0.001
20 H -1.87 -2.90 2.78  0.000
21 H -3.27 -1.97 2.03  0.000
22 H -2.41 -1.23 3.45  0.000
23 H -2.19 -1.90 -0.66  0.000
24 H -0.44 -2.33 -0.50  -0.001
25 H -1.67 -3.20 0.51  0.000

Largest force on an atom (eV/A): 2.6
E_HOMO (spin up / spin down) (eV): -4.860 / -4.855
2S+1: 3
Frontier orbital gap (spin up / spin down) (eV): 4.288 / 4.287
Net charge: 0

Record 3
An isolated molecule of C7H14OS in a non-equilibrium geometry. Source: the OMol25 dataset; level of theory: ωB97M-V with the def2-TZVPD basis set.

Each line ends with the natural charge from an NBO analysis.
CARTESIAN COORDINATES (ANGSTROEM)
1 C -0.33 2.20 -2.03  -0.638
2 C -0.48 0.99 -1.11  0.035
3 C -0.70 -0.35 -1.76  -0.655
4 C -0.58 1.23 0.26  -0.224
5 C -0.81 0.14 1.28  -0.548
6 S 0.28 0.46 2.70  0.137
7 C 2.01 0.56 2.05  -0.536
8 C 2.99 0.09 3.17  -0.066
9 O 2.73 -1.25 3.53  -0.726
10 H -1.10 2.17 -2.83  0.212
11 H -0.41 3.14 -1.48  0.218
12 H 0.68 2.20 -2.47  0.215
13 H 0.23 -0.73 -2.09  0.220
14 H -1.37 -0.24 -2.61  0.220
15 H -1.11 -1.13 -1.10  0.216
16 H -0.50 2.23 0.63  0.204
17 H -0.60 -0.83 0.87  0.218
18 H -1.84 0.20 1.64  0.238
19 H 2.24 1.56 1.74  0.213
20 H 2.13 -0.05 1.16  0.219
21 H 2.88 0.79 4.01  0.160
22 H 4.03 0.12 2.84  0.191
23 H 1.79 -1.34 3.78  0.477

Largest force on an atom (eV/A): 3.7
E_HOMO (eV): -8.548
SMILES: CC(C)=CCSCCO
Energy relative to the best compared isomer or geometry (same formula, charge and spin) (kcal/mol): 22.9
Frontier orbital gap (eV): 9.397
Net charge: 0

Record 4
A structure of composition C7H14Si in a non-equilibrium geometry. Source: the OMol25 dataset; level of theory: ωB97M-V with the def2-TZVPD basis set.

Each line ends with the natural charge from an NBO analysis.
CARTESIAN COORDINATES (ANGSTROEM)
1 C 1.75 -1.31 0.39  -0.463
2 C 1.54 0.30 1.80  -0.449
3 C 2.56 -0.02 0.70  -0.139
4 C 0.58 -0.34 0.83  -0.381
5 C -1.48 1.80 0.45  -1.068
6 C -2.20 -1.14 -0.24  -1.112
7 C -0.06 0.13 -2.16  -1.059
8 Si -0.78 0.13 -0.36  1.566
9 H 1.73 -1.58 -0.72  0.193
10 H 2.23 -2.18 0.89  0.206
11 H 1.73 -0.30 2.67  0.181
12 H 1.52 1.33 2.11  0.207
13 H 2.81 0.74 -0.15  0.196
14 H -1.11 2.68 -0.02  0.231
15 H -2.64 1.65 0.47  0.233
16 H -1.10 1.90 1.48  0.236
17 H -1.86 -2.15 -0.78  0.239
18 H -2.43 -1.44 0.82  0.245
19 H -3.12 -0.72 -0.73  0.239
20 H -0.01 1.09 -2.43  0.225
21 H 0.99 -0.19 -2.13  0.238
22 H -0.66 -0.39 -2.88  0.235

Largest force on an atom (eV/A): 4.9
E_HOMO (spin up / spin down) (eV): -7.728 / -7.688
Energy relative to the best compared isomer or geometry (same formula, charge and spin) (kcal/mol): 57.5
Frontier orbital gap (spin up / spin down) (eV): 8.059 / 8.053
Net charge: 0

Record 5
A structure of composition C7H15AlO4 in a non-equilibrium geometry. Source: the OMol25 dataset; level of theory: ωB97M-V with the def2-TZVPD basis set.

Each line ends with the Mulliken spin population.
CARTESIAN COORDINATES (ANGSTROEM)
1 C -2.02 2.03 0.32  0.035
2 O -0.75 1.63 0.72  -0.033
3 C -0.49 1.31 2.12  0.002
4 H -2.26 1.34 -0.62  -0.017
5 H -2.06 3.12 0.20  0.004
6 H -1.14 0.47 2.41  0.005
7 H -0.73 2.21 2.72  0.001
8 Al 1.02 1.06 1.08  0.015
9 C -2.57 -0.68 -1.17  0.821
10 O -1.30 -0.65 -1.65  0.133
11 C -0.45 -1.71 -1.26  0.000
12 C 0.17 -1.49 0.10  0.020
13 O 1.10 -0.42 0.10  -0.021
14 C 2.47 -0.75 -0.17  0.000
15 C 3.24 0.56 -0.26  0.000
16 O 2.91 1.42 0.79  0.000
17 H -3.04 -1.67 -1.26  0.020
18 H -3.40 0.02 -1.24  0.020
19 H 0.33 -1.78 -2.03  0.002
20 H -1.01 -2.66 -1.25  0.003
21 H -0.61 -1.23 0.84  0.006
22 H 0.67 -2.41 0.44  -0.003
23 H 2.54 -1.33 -1.10  0.000
24 H 2.83 -1.37 0.67  0.000
25 H 4.32 0.30 -0.26  0.000
26 H 3.02 1.02 -1.24  0.000
27 H -2.79 1.68 1.03  -0.011

Largest force on an atom (eV/A): 3.9
E_HOMO (spin up / spin down) (eV): -11.474 / -13.897
Energy relative to the best compared isomer or geometry (same formula, charge and spin) (kcal/mol): 12.2
2S+1: 2
Frontier orbital gap (spin up / spin down) (eV): 8.443 / 10.748
Net charge: +1

Record 6
A structure of composition C7H15AsBiN2O3Se in a non-equilibrium geometry. Source: the OMol25 dataset; level of theory: ωB97M-V with the def2-TZVPD basis set.

Each line ends with the natural charge from an NBO analysis.
CARTESIAN COORDINATES (ANGSTROEM)
1 Bi -0.48 1.86 -0.57  1.566
2 N 1.53 4.54 0.39  -0.871
3 C 0.49 5.34 0.56  -0.186
4 C -0.98 4.98 -0.24  -0.539
5 C -2.04 4.19 0.55  0.745
6 O -2.99 4.83 1.02  -0.569
7 O -2.20 2.84 0.32  -0.807
8 H 1.52 3.58 0.57  0.363
9 H 2.55 4.96 0.42  0.389
10 H 0.57 6.31 0.06  0.205
11 H 0.12 5.43 1.60  0.161
12 H -0.76 4.51 -1.22  0.191
13 H -1.39 5.95 -0.53  0.243
14 C 2.77 -5.27 -0.33  -0.960
15 As 1.35 -3.98 -0.88  0.834
16 C 1.94 -2.27 -0.11  -0.972
17 C -0.19 -4.24 0.38  -0.922
18 H 3.07 -4.91 0.69  0.208
19 H 3.61 -5.23 -1.04  0.217
20 H 2.30 -6.27 -0.36  0.225
21 H 1.89 -1.70 -1.01  0.225
22 H 2.88 -2.36 0.43  0.212
23 H 1.08 -1.94 0.53  0.235
24 H -0.15 -3.50 1.15  0.209
25 H -0.30 -5.23 0.78  0.211
26 H -1.05 -4.08 -0.26  0.274
27 Se -6.20 -2.80 -0.33  -0.507
28 C -4.37 -2.82 -0.72  0.071
29 N -3.24 -2.66 -0.98  -0.559
30 O -1.33 -0.06 -0.89  -0.892

Largest force on an atom (eV/A): 6.8
E_HOMO (spin up / spin down) (eV): -3.138 / -3.138
Energy relative to the best compared isomer or geometry (same formula, charge and spin) (kcal/mol): 3.1
Frontier orbital gap (spin up / spin down) (eV): 2.865 / 2.864
Net charge: -1

Record 7
A structure of composition C7H15Cl2NSn in a non-equilibrium geometry. Source: the OMol25 dataset; level of theory: ωB97M-V with the def2-TZVPD basis set.

Each line ends with the natural charge from an NBO analysis.
CARTESIAN COORDINATES (ANGSTROEM)
1 Sn -1.63 -0.02 1.98  1.202
2 Cl -3.00 0.45 0.02  -0.506
3 Cl -0.61 1.81 3.17  -0.519
4 C -3.31 -0.07 3.27  -0.642
5 H -3.23 0.35 4.28  0.199
6 H -4.23 -0.56 2.92  0.195
7 C 1.71 0.22 0.10  -0.135
8 C 0.84 -0.65 0.53  -0.244
9 H 2.15 0.95 0.79  0.208
10 C 0.05 -1.56 -0.39  -0.471
11 H 0.73 -0.85 1.62  0.214
12 C 0.82 -1.83 -1.69  -0.388
13 H -0.19 -2.51 0.12  0.216
14 H -0.93 -1.09 -0.64  0.230
15 C 1.34 -0.53 -2.32  -0.395
16 H 1.66 -2.50 -1.50  0.198
17 H 0.16 -2.34 -2.40  0.211
18 C 2.17 0.33 -1.33  -0.449
19 H 1.97 -0.77 -3.18  0.210
20 H 0.50 0.08 -2.68  0.197
21 H 3.22 0.00 -1.40  0.218
22 H 2.17 1.38 -1.63  0.213
23 N -0.58 2.21 0.19  -1.086
24 H -1.35 2.75 0.58  0.381
25 H -0.70 2.11 -0.82  0.372
26 H 0.29 2.67 0.41  0.371

Largest force on an atom (eV/A): 2.2
E_HOMO (eV): -8.122
Energy relative to the best compared isomer or geometry (same formula, charge and spin) (kcal/mol): 30.6
Frontier orbital gap (eV): 5.843
Net charge: 0

Record 8
A cluster of 2 separate species, C7H15FNO4 in total in a non-equilibrium geometry. Source: the OMol25 dataset; level of theory: ωB97M-V with the def2-TZVPD basis set.

Each line ends with the natural charge from an NBO analysis.
CARTESIAN COORDINATES (ANGSTROEM)
1 C -0.44 -0.32 2.94  -0.685
2 C -1.40 -1.16 2.03  0.315
3 F -1.94 -2.21 2.87  -0.460
4 N -0.87 -1.61 0.79  -0.814
5 C 0.51 -2.01 0.91  0.044
6 O 0.80 -3.00 1.93  -0.341
7 O -0.07 -4.10 1.78  -0.466
8 H 0.35 0.21 2.37  0.222
9 H 0.04 -0.94 3.73  0.205
10 H -1.04 0.47 3.44  0.184
11 H -2.27 -0.51 1.77  0.113
12 H 1.23 -1.17 1.06  0.136
13 H 0.78 -2.48 -0.07  0.133
14 H -0.22 -4.37 2.69  0.452
15 O 0.91 1.93 0.68  -0.585
16 C 0.61 1.65 -0.45  0.808
17 O 1.49 1.93 -1.44  -0.523
18 C 1.31 1.50 -2.79  -0.067
19 C 0.39 2.43 -3.55  -0.636
20 C -0.73 1.06 -0.79  -0.789
21 H 0.98 0.46 -2.82  0.187
22 H 2.30 1.52 -3.24  0.183
23 H -0.61 2.45 -3.12  0.216
24 H 0.31 2.11 -4.60  0.206
25 H 0.77 3.45 -3.52  0.208
26 H -1.46 1.87 -0.83  0.220
27 H -1.02 0.32 -0.02  0.328
28 H -0.74 0.52 -1.74  0.206

Largest force on an atom (eV/A): 2.6
E_HOMO (eV): -2.771
Energy relative to the best compared isomer or geometry (same formula, charge and spin) (kcal/mol): 6.8
Frontier orbital gap (eV): 5.820
Net charge: -1